Record 1
The following is a quantum chemistry calculation of C4H6O2S in the gas phase, from the OMol25 dataset.

Structure (XYZ):
```
13
Properties=species:S:1:pos:R:3:forces:R:3
S -1.993199 -0.917686 2.851868 0.1 0.4 0.0
O 0.563493 -0.143167 -0.998069 -0.2 0.2 0.2
O -0.915417 -1.873784 0.632104 0.0 0.9 0.5
C -0.501863 0.453710 1.035884 0.2 0.2 -0.3
C -1.042946 -0.875565 1.312323 -0.2 -1.0 -0.2
C 0.236835 0.737801 -0.055703 -0.2 0.1 0.4
C 1.349402 0.371874 -2.058659 0.6 0.0 -0.7
H 1.544179 -0.467337 -2.745594 -0.2 0.4 0.3
H 0.597560 1.761046 -0.189483 0.0 -0.2 -0.1
H -2.290151 -2.211349 2.781197 0.0 -0.3 -0.1
H 0.828200 1.168581 -2.622683 0.2 -0.3 0.4
H 2.326247 0.735129 -1.684315 -0.5 -0.1 -0.1
H -0.702340 1.260747 1.741130 0.1 -0.3 -0.2
```
Positions in Å, forces in eV/Å.

For the total energy, the calculation gives -704.644924 hartree. The value obtained for the energy relative to the best compared isomer or geometry (same formula, charge and spin) is 21.71 kcal per mole. Its LUMO energy is 0.019 Ha. The highest occupied orbital energy comes out at -0.3429 Ha. As for the gap between HOMO and LUMO: 9.84 eV. Its SMILES is CO/C=C\C(=O)S. As for the charge: 0.

---

Record 2
The following is a quantum chemistry calculation of a gas-phase ion, C5H5FO3P (charge -1), from the OMol25 dataset.

Structure (XYZ):
```
15
Properties=species:S:1:pos:R:3:forces:R:3
P -3.158307 -0.148442 -0.220949 1.6 0.4 0.1
F -0.792358 2.735584 -0.262134 0.0 0.1 0.2
O -3.952795 -0.659083 -1.346950 0.3 0.1 -0.5
O -1.886618 -1.161085 0.098560 -0.9 0.3 -0.7
O -3.772586 0.346740 1.030225 0.3 0.3 0.0
C -0.037901 0.487287 0.134275 -0.3 -0.1 0.2
C 0.962759 -0.196276 -0.659583 0.3 0.0 -0.2
C 1.786613 -0.714088 -1.358637 -0.1 0.0 0.2
C -0.850086 1.426503 -0.725302 -2.2 -1.3 0.3
C -0.921263 -0.556605 0.895286 0.6 0.3 0.8
H -0.280143 -1.357203 1.283996 -0.1 0.2 0.0
H -0.612632 1.423699 -1.786432 0.0 0.0 0.1
H 2.505339 -1.184219 -1.961066 0.3 -0.2 -0.3
H -1.414104 -0.038635 1.730060 0.2 -0.1 -0.1
H 0.473002 1.071382 0.912120 0.0 0.0 -0.1
```
Positions in Å, forces in eV/Å.

For the total energy, the calculation gives -860.476650 hartree. The value obtained for the energy relative to the best compared isomer or geometry (same formula, charge and spin) is 28.86 kcal per mole. Its LUMO energy (spin up / spin down) is 0.135 / 0.135 Ha. The highest occupied orbital energy (spin up / spin down) comes out at -0.1341 / -0.1340 Ha. As for the gap between HOMO and LUMO (spin up / spin down): 7.32 / 7.32 eV. As for the charge: -1.

---

Record 3
The following is a quantum chemistry calculation of a molecular structure, C27H27Cl2IrN6O2SSi, from the OMol25 dataset.

Structure (XYZ):
```
67
Properties=species:S:1:pos:R:3:forces:R:3
Ir -0.379786 -0.714865 -0.041722 0.0 -0.1 0.2
Cl 1.711220 -4.390548 -5.316876 0.0 0.0 0.0
Cl 4.051874 -2.311688 -4.866726 0.0 0.0 0.0
S -1.817457 0.753850 -1.830471 -0.2 0.1 0.0
Si 0.528470 -2.197189 1.627306 0.1 0.0 0.1
O 3.236124 0.844030 -1.009453 0.0 -0.1 0.0
O -2.072762 -3.843403 -2.005265 0.0 0.0 0.0
N 0.297863 0.912825 1.069289 0.0 0.1 -0.1
N -0.605605 -2.162368 -1.308320 0.0 0.0 0.0
N 0.246413 2.428575 -2.045993 0.0 0.0 0.0
N -1.559551 3.156428 -0.773621 -0.1 0.0 0.1
N -2.208666 -1.407435 0.648465 0.0 0.0 -0.1
N 1.294038 -0.454932 -0.938201 0.1 0.0 -0.1
C 1.626658 -3.225387 -4.045221 -0.1 0.0 0.0
C 0.432711 -2.279186 -2.191347 -0.1 0.0 0.0
C 2.662114 -2.303464 -3.848005 0.0 0.1 0.0
C -4.213968 -1.545956 1.943411 0.0 0.0 0.0
C 0.881334 3.541943 -1.716865 0.1 -0.1 0.0
C 0.519652 -3.219080 -3.225325 0.0 0.0 0.0
C -0.972971 2.195354 -1.549044 0.1 0.0 -0.2
C -0.957504 4.314841 -0.423957 0.1 0.0 0.0
C 2.377468 -2.312584 1.351256 0.0 0.0 0.0
C -4.676439 -2.628522 1.137848 0.0 0.0 0.0
C -3.002308 -0.991819 1.656093 0.0 0.0 0.0
C -0.224861 -3.904252 1.500456 0.0 0.0 0.0
C -1.718947 5.243498 0.459520 0.0 0.0 0.0
C -1.832726 -2.914473 -1.231842 0.0 0.0 0.0
C 0.197539 -1.519030 3.341411 0.0 0.0 0.0
C -3.906695 -3.064958 0.105464 0.0 0.0 0.0
C 2.280422 2.320670 1.289014 0.0 0.0 0.0
C -0.233515 1.589436 2.106162 0.0 0.0 0.0
C 0.397929 2.613827 2.752707 0.0 0.0 0.0
C 2.150676 0.587423 -0.485663 0.0 0.0 0.1
C 1.712798 2.986717 2.331992 0.0 0.0 0.0
C 2.599418 -1.362229 -2.832160 0.0 0.0 -0.1
C -2.659356 -2.454732 -0.161726 0.0 0.0 0.0
C 0.303781 4.529338 -0.894373 0.0 0.0 0.0
C 2.276801 3.673558 -2.223617 0.0 0.1 0.0
C 1.492804 -1.333453 -1.996804 0.0 0.1 0.1
C 1.582531 1.280721 0.636580 0.0 0.0 0.0
H 2.904522 2.964083 -1.673955 0.0 0.0 0.0
H -1.271531 -3.908420 1.808823 0.0 0.0 0.0
H -1.189470 6.186465 0.566291 0.0 0.0 0.0
H 2.605080 -2.763361 0.382530 0.0 0.0 0.0
H -4.797201 -1.164417 2.768158 0.0 0.0 0.0
H -2.711961 5.439971 0.052173 0.0 0.0 0.0
H -1.830918 4.792903 1.446190 0.0 0.0 0.0
H -0.166383 -4.316911 0.491726 0.0 0.0 0.0
H 2.669219 4.680703 -2.097682 0.0 0.0 0.0
H 2.848035 -1.327752 1.385622 0.0 0.0 0.0
H 0.326974 -4.574854 2.165471 0.0 0.0 0.0
H 3.399645 -0.654117 -2.689532 0.0 0.0 0.0
H 0.522476 -2.259710 4.077992 0.0 0.0 0.0
H 2.832905 -2.933874 2.127246 0.0 0.0 0.0
H 0.744397 -0.593800 3.528664 0.0 0.0 0.0
H -4.210432 -3.879980 -0.536926 0.0 0.0 0.0
H 3.277557 2.549150 0.935356 0.0 0.0 0.0
H -0.865483 -1.336775 3.509752 0.0 0.0 0.0
H -1.212543 1.258336 2.427550 0.0 0.0 0.0
H 0.844160 5.424954 -0.629183 0.0 0.0 0.0
H 2.250329 3.773660 2.843902 0.0 0.0 0.0
H -0.283999 -3.924168 -3.368012 0.0 0.0 0.0
H -5.630429 -3.093891 1.345859 0.0 0.0 0.0
H -2.615973 -0.174005 2.248690 0.0 0.0 0.0
H -2.486811 2.935019 -0.434965 0.0 0.0 0.0
H -0.082953 3.091220 3.594685 0.0 0.0 0.0
H 2.313264 3.378087 -3.270801 0.0 0.0 0.0
```
Positions in Å, forces in eV/Å.

As for the multiplicity: 5. For the total energy, the calculation gives -3236.541237 hartree. As for the expectation value of S²: 6.050. The value obtained for the energy relative to the best compared isomer or geometry (same formula, charge and spin) is 0.00 kcal per mole. Its LUMO energy (spin up / spin down) is -0.016 / -0.096 Ha. The highest occupied orbital energy (spin up / spin down) comes out at -0.2053 / -0.3070 Ha. As for the gap between HOMO and LUMO (spin up / spin down): 5.14 / 5.73 eV. As for the charge: 0.

---

Record 4
The following is a quantum chemistry calculation of a molecular structure, C36H59ClN16O2S, from the OMol25 dataset.

Structure (XYZ):
```
115
Properties=species:S:1:pos:R:3:forces:R:3
Cl 1.486538 4.273352 1.675071 0.2 0.0 0.1
S -1.008600 0.017464 -2.289447 -1.7 -1.0 0.3
O -0.611404 0.610846 1.021467 -0.2 0.3 0.7
O -1.158855 2.692461 0.417089 -0.1 -0.1 -0.2
N 0.837944 1.395662 -2.694642 1.8 1.3 -0.6
N -4.541230 -4.116796 4.234156 0.1 -0.1 -0.1
N 8.318045 3.084908 5.679257 0.0 0.0 0.0
N 6.508980 5.776955 -8.010402 -0.2 0.0 0.2
N 3.094620 0.416521 5.518570 -0.3 0.0 0.1
N -4.287004 -1.748341 1.931731 0.2 -0.6 0.8
N -3.412082 -1.078153 4.107842 0.3 -0.5 -0.4
N -9.317635 -5.100600 1.951129 -0.1 0.0 -0.1
N -5.072540 0.194705 2.993149 0.1 -0.1 -0.5
N 4.014855 0.820011 -6.403881 -0.3 0.2 0.1
N 5.505983 -1.693503 -4.354148 0.0 0.0 0.1
N 1.868174 4.471609 -10.446349 0.0 -0.1 0.0
N -2.212893 -0.843941 0.049758 0.1 1.3 0.2
N -6.227435 -7.848678 1.553731 -0.2 -0.1 0.1
N 3.357928 -1.175505 0.869616 0.2 0.0 0.1
N -8.258441 2.450980 4.065889 0.0 0.0 0.1
C -5.208604 -7.370301 1.337196 0.2 0.1 -0.1
C 3.030237 6.310567 -9.014731 0.0 0.0 0.0
C 5.855821 -1.297481 -5.371482 0.0 0.0 0.0
C -2.868377 0.344416 2.095570 -0.4 -0.6 -0.4
C -1.707749 -0.280609 1.322428 0.0 -1.5 0.1
C -10.177843 -4.988843 2.701593 -0.1 0.0 0.0
C 2.011872 1.617469 2.255543 -0.3 0.8 0.0
C -11.271088 -4.849324 3.654735 0.0 0.0 0.0
C -0.328566 2.475835 2.613511 -0.2 -0.2 0.2
C -5.574821 -4.584323 4.060907 0.0 0.0 0.1
C 3.284121 -1.095235 -0.272574 -0.1 0.1 0.0
C -8.228480 2.436617 2.919460 0.1 0.0 0.0
C -1.061691 -1.462288 2.045568 1.0 0.2 -0.4
C 1.781171 1.932715 -3.070872 0.0 0.1 0.0
C 1.158719 2.822989 2.673540 0.0 -0.8 0.2
C 8.753400 1.744160 7.869172 0.0 0.0 0.0
C 2.380118 5.281660 -9.815400 0.0 0.1 0.0
C -6.886204 -5.170109 3.826802 0.2 0.0 0.2
C 8.509127 2.493870 6.643370 0.0 0.0 0.0
C 4.122955 0.870167 5.296349 0.2 0.0 0.0
C 3.131047 -0.953962 -1.713038 0.0 -0.2 -0.1
C 0.263494 -4.072572 2.750013 0.3 -0.4 -0.8
C 5.435795 1.440835 5.022452 -0.1 0.0 0.0
C 2.358300 1.936769 -8.074980 0.0 0.0 0.0
C -0.758349 1.944491 1.261145 -0.3 0.8 -0.3
C -8.169239 2.403824 1.464633 0.0 0.0 -0.1
C 7.407620 6.183014 -10.420089 0.0 0.0 0.0
C 2.970507 2.627004 -3.544811 0.0 0.1 0.0
C -3.864897 -0.644276 2.777555 -0.8 1.2 0.2
C 6.299355 -0.795412 -6.663351 0.4 0.0 -0.1
C -1.743535 -0.419761 -0.990918 -0.3 -0.9 -0.2
C 0.128765 -2.014245 1.243425 0.2 -0.6 -0.3
C -3.913826 -6.759275 1.059932 0.0 0.0 0.0
C 3.285465 1.311518 -7.140751 -0.1 0.0 -0.1
C 6.899862 5.956639 -9.072500 0.1 0.0 -0.1
C 0.143865 -3.546594 1.298346 -0.3 0.3 0.5
H -3.043929 -2.022664 4.106442 -0.1 -0.1 0.0
H 3.812514 -1.622301 -2.237296 0.0 0.0 0.0
H 1.415664 3.070159 3.699826 -0.1 0.3 0.0
H -7.492271 1.612120 1.146824 0.0 0.0 0.0
H -3.659413 -6.895619 0.010888 0.0 0.0 0.0
H -5.260108 -1.608534 1.691324 0.1 0.3 -0.3
H 5.678163 -1.212419 -7.453148 0.0 0.0 0.0
H 2.837424 3.700618 -3.422797 0.0 0.0 0.0
H 8.379051 0.727776 7.762500 0.0 0.0 0.0
H 1.935493 1.183546 -8.736133 0.0 0.0 0.0
H -0.810757 -3.887976 0.889089 0.1 -0.1 -0.2
H 6.201445 0.874170 5.546611 0.0 0.0 0.0
H 8.452396 5.884551 -10.474416 0.0 0.0 0.0
H -3.147163 -7.223313 1.677101 0.0 0.0 0.0
H 7.325276 7.238007 -10.673732 0.0 0.0 0.0
H -1.768967 -2.275714 2.171784 -0.3 0.2 0.1
H -5.635652 -0.326814 3.655847 -0.1 0.2 0.2
H 0.934334 -3.930209 0.654856 0.1 -0.1 0.1
H 5.469936 2.475347 5.356342 0.0 0.0 0.0
H 3.347852 0.070224 -2.007240 0.0 0.0 0.0
H 6.215591 0.289077 -6.680444 0.0 -0.2 0.0
H 1.551406 2.420955 -7.527807 0.0 0.0 0.0
H 6.832514 5.597951 -11.135281 0.0 0.0 0.0
H -3.951810 -5.693795 1.281777 0.0 0.0 0.0
H -11.703734 -3.854072 3.576507 0.0 0.0 0.0
H -2.665493 -0.483774 4.442785 0.0 0.1 0.0
H 2.105664 -1.194043 -1.993457 0.0 0.1 0.0
H -4.802426 1.069867 3.428601 -0.1 0.0 0.2
H -7.452024 -4.548999 3.141728 0.0 0.0 -0.1
H -9.160701 2.215214 1.057586 0.0 0.0 0.0
H -12.039693 -5.590145 3.444474 0.0 0.0 0.0
H 2.135608 1.632409 1.175178 0.1 -0.3 0.0
H 0.079489 -1.754496 0.185036 -0.1 0.3 0.1
H -10.900630 -4.998010 4.667169 0.0 0.0 0.0
H -6.765096 -6.160400 3.391517 -0.1 0.0 -0.1
H -7.427806 -5.251748 4.768111 0.0 0.0 0.0
H 3.231738 5.931391 -8.014871 0.1 0.0 0.0
H 2.971896 1.651649 2.759343 0.1 -0.1 -0.2
H 7.335667 -1.080671 -6.834776 0.0 -0.1 0.0
H -0.669047 -1.130018 3.008731 -0.3 0.0 0.2
H 5.639849 1.406363 3.953972 0.0 0.0 0.0
H 1.468789 0.723961 2.550502 0.3 -0.2 0.0
H -3.470265 0.897128 1.375667 0.1 0.3 0.1
H -0.655810 -4.564814 3.061799 -0.1 0.2 0.3
H 1.034591 -4.842227 2.784415 0.1 0.1 0.2
H 9.821432 1.710120 8.073683 0.0 0.0 0.0
H 3.136895 2.399940 -4.594920 0.1 -0.1 0.0
H 2.877832 2.680941 -8.673500 0.0 0.0 0.0
H 3.971224 6.600429 -9.475595 0.0 0.0 0.0
H -7.804562 3.357356 1.088162 0.0 0.0 0.0
H 2.385324 7.184239 -8.942961 0.0 0.0 0.0
H 0.537724 -3.264087 3.422365 0.0 -0.1 0.2
H 3.840965 2.309218 -2.973751 0.0 0.0 0.0
H 1.080616 -1.621908 1.603263 -0.1 0.0 0.1
H 8.245864 2.224914 8.702932 0.0 0.0 0.0
H -0.943842 3.344012 2.836767 0.0 0.1 -0.1
H -4.304954 -2.581124 2.513151 0.2 -0.1 -0.1
H -2.545430 0.984544 2.916045 0.3 0.3 -0.2
H -0.541938 1.721790 3.374092 0.2 -0.1 0.1
```
Positions in Å, forces in eV/Å.

For the total energy, the calculation gives -3291.957766 hartree. Its LUMO energy is 0.002 Ha. The highest occupied orbital energy comes out at -0.2965 Ha. As for the gap between HOMO and LUMO: 8.13 eV. As for the charge: 0.